[1]
A molecular structure, C20H31MgN7OSSe3Te, computed with ωB97M-V/def2-TZVPD.

The geometry in ORCA input format:
```
! wB97M-V def2-TZVPD RIJCOSX def2/J DEFGRID3
* xyz 0 1
Te 2.847 3.046 -1.029
Se 2.040 0.906 -2.017
Se 4.951 0.330 0.401
Se 3.346 -0.865 -0.626
S -4.103 -2.596 -1.613
Mg -0.260 0.155 -1.186
O 0.438 -1.678 -1.223
N 0.201 1.694 1.414
N 1.594 -3.359 -2.167
N -2.158 -0.995 -1.813
N -1.765 1.648 -1.220
N 0.243 0.349 0.920
N 0.848 -3.515 0.037
N -3.919 2.131 -1.000
C -2.485 -2.243 -1.968
C 2.323 -4.618 -2.049
C 1.747 -2.620 -3.412
C -1.901 3.032 -1.038
C -0.400 1.523 3.767
C -3.248 3.345 -0.902
C 2.821 -4.777 -0.631
C 1.950 0.978 3.076
C 0.942 -2.815 -1.121
C -1.366 5.320 -0.811
C 0.166 -2.921 1.172
C 1.108 3.323 2.921
C 1.639 -4.717 0.307
C -0.926 4.028 -0.992
C 0.728 1.854 2.793
C -4.387 -0.968 -1.215
C -2.736 5.628 -0.678
C -3.704 4.650 -0.721
C -3.253 -0.260 -1.385
C -2.989 1.177 -1.190
H 3.157 -4.580 -2.748
H 0.131 3.789 -1.091
H 2.419 1.297 4.010
H -0.077 1.686 4.798
H -0.703 0.472 3.684
H 1.360 3.558 3.957
H -3.034 6.660 -0.541
H 1.683 -5.459 -2.338
H -0.223 -3.723 1.799
H 0.847 -2.298 1.761
H -4.915 1.995 -0.996
H 2.706 1.058 2.286
H 1.119 -1.735 -3.408
H 3.506 -3.956 -0.405
H -5.356 -0.636 -0.876
H 1.012 -5.607 0.201
H 3.354 -5.720 -0.512
H -0.638 6.120 -0.771
H 1.978 -4.668 1.342
H -1.791 -3.005 -2.300
H 1.683 -0.077 3.195
H 0.274 3.961 2.612
H 2.782 -2.296 -3.533
H 0.775 2.249 0.773
H 1.195 -0.043 0.931
H -1.270 2.151 3.566
H 1.462 -3.261 -4.250
H 1.968 3.548 2.287
H -0.666 -2.311 0.831
H -0.311 -0.216 1.557
H -4.756 4.884 -0.625
*
```

LUMO energy, hartree: -0.030
Energy above the lowest of the compared OMol25 structures with the same formula, charge and spin, kcal/mol: 30.5
Orbital gap, eV: 4.26



[2]
3 unconnected molecules or ions with the total composition C20H31N3O8, computed with ωB97M-V/def2-TZVPD.

The geometry in ORCA input format:
```
! wB97M-V def2-TZVPD RIJCOSX def2/J DEFGRID3
* xyz 0 1
O -3.171 -0.259 2.524
O -0.383 -4.387 -2.974
O 3.397 -2.540 2.258
O 0.965 0.378 0.509
O -1.926 -4.673 -1.338
O -1.809 -6.146 -2.924
O 3.827 -2.054 0.090
O 5.465 -2.716 1.343
N 1.147 5.653 1.335
N -0.876 -0.131 1.869
N -5.842 4.305 -0.055
C 2.422 -1.830 -0.093
C -2.273 0.281 1.942
C 5.986 -3.181 2.593
C 0.869 4.821 -1.081
C -1.278 -5.008 -2.458
C -1.103 1.836 0.518
C -3.553 2.517 1.020
C 0.435 3.304 -1.009
C 1.851 5.103 0.154
C -1.505 -3.452 -0.717
C -2.055 3.970 -0.437
C -1.275 -6.558 -4.182
C 4.155 -2.440 1.325
C -0.139 0.671 0.879
C -1.990 -2.238 -1.485
C 5.574 -4.613 2.873
C -3.365 3.740 0.220
C -2.439 1.617 1.160
C -0.920 3.034 -0.287
C -4.455 4.830 0.010
H 4.493 -4.702 2.979
H -6.402 5.015 -0.543
H -4.517 2.304 1.528
H 0.299 2.957 -2.078
H -1.556 -2.200 -2.485
H -0.420 -3.445 -0.592
H 5.688 -2.508 3.401
H 1.227 2.632 -0.583
H 2.325 4.135 0.479
H -4.346 5.641 0.793
H -1.937 4.891 -1.060
H 2.039 -1.117 0.634
H -1.724 -1.325 -0.950
H 2.277 -1.419 -1.091
H -0.398 -0.028 2.774
H -0.189 -6.644 -4.139
H 6.040 -4.973 3.792
H 1.885 -2.777 -0.025
H -4.244 5.323 -0.983
H -1.944 -3.446 0.281
H 1.382 5.045 -2.059
H -1.691 -7.538 -4.412
H 7.073 -3.126 2.512
H 0.894 4.932 2.007
H -6.190 4.343 0.912
H 0.023 5.549 -1.000
H -3.075 -2.275 -1.611
H -1.575 -5.858 -4.962
H 2.618 5.842 -0.199
H 5.869 -5.262 2.045
H 0.339 6.201 1.050
*
```

LUMO energy, hartree: -0.026
Energy above the lowest of the compared OMol25 structures with the same formula, charge and spin, kcal/mol: 0.0
SMILES: NCCCc1cc(CN)cc2c1C(=O)NC2=O.CCOC(=O)OC.CCOC(=O)OC
Orbital gap, eV: 8.36



[3]
A molecular structure, C20H31N4O4STa, computed with ωB97M-V/def2-TZVPD.

The geometry in ORCA input format:
```
! wB97M-V def2-TZVPD RIJCOSX def2/J DEFGRID3
* xyz 4 1
Ta 0.893 -0.468 -0.035
S -0.378 -2.363 -0.447
O 2.927 -0.573 -0.281
O -0.586 0.736 0.335
O 1.590 -0.529 1.844
O 1.179 0.124 -1.886
N 3.238 0.496 2.998
N -2.730 -2.607 0.834
N -2.469 -0.470 -0.047
N 2.504 0.994 -3.553
C -3.769 1.853 -1.140
C -2.477 1.850 -0.593
C -1.964 -1.648 0.245
C 1.292 1.493 -4.223
C 3.804 1.389 -4.124
C 2.899 -0.228 1.972
C -1.819 0.637 -0.137
C 2.390 0.335 -2.393
C -2.164 -3.778 1.570
C 3.771 -0.734 0.909
C -5.046 -2.975 -0.214
C -4.199 -2.443 0.945
C -1.758 3.070 -0.482
C -1.378 -3.327 2.858
C 4.626 0.644 3.348
C 3.516 -0.298 -1.630
C 2.274 0.747 4.077
C -3.571 4.274 -1.555
C -4.319 3.068 -1.555
C -2.305 4.255 -1.012
H -4.395 -1.366 1.155
H 0.926 2.447 -3.807
H -4.757 -3.968 -0.532
H 1.428 1.576 -5.272
H -2.080 -3.524 3.716
H 4.932 -0.181 3.961
H 4.423 0.282 -1.498
H -4.339 0.954 -1.247
H 4.741 -0.174 0.776
H -1.246 -2.239 2.821
H -0.441 -3.862 2.923
H -6.098 -3.045 0.135
H -4.354 -2.950 1.919
H 3.816 -1.212 -2.058
H -3.984 5.124 -2.058
H 0.432 0.808 -3.978
H -4.965 -2.285 -1.025
H -3.011 -4.514 1.831
H 4.554 0.686 -3.773
H 5.162 0.759 2.404
H 4.748 1.611 3.796
H 4.141 2.357 -3.807
H 2.042 -0.160 4.658
H 3.686 1.430 -5.215
H 3.985 -1.813 1.016
H -1.433 -4.251 0.888
H -1.723 5.159 -0.954
H 2.624 1.512 4.797
H -5.360 3.113 -1.769
H -0.770 3.123 -0.022
H 1.344 1.081 3.587
*
```

LUMO energy, hartree: -0.519
Energy above the lowest of the compared OMol25 structures with the same formula, charge and spin, kcal/mol: 5.1
Orbital gap, eV: 5.13



[4]
A molecular structure, C20H31N4Re, computed with ωB97M-V/def2-TZVPD.

The geometry in ORCA input format:
```
! wB97M-V def2-TZVPD RIJCOSX def2/J DEFGRID3
* xyz 1 4
Re -0.635 -0.324 0.689
N 3.891 -1.411 1.211
N 3.746 -0.293 -0.883
N 4.070 0.968 1.180
N 1.838 -0.097 0.688
C 4.416 0.896 -0.267
C 4.507 -0.261 1.877
C -1.552 -2.477 1.069
C -3.492 0.490 -3.574
C -2.011 -2.117 -0.240
C -1.815 0.445 2.542
C 2.431 -1.312 1.323
C -3.803 2.582 -2.181
C -0.881 -2.089 -1.117
C -1.229 2.064 0.993
C 2.616 1.135 1.315
C -5.205 0.529 -1.710
C -4.072 1.155 -2.399
C 0.265 -2.419 -0.354
C 2.264 -0.131 -0.731
C -0.147 -2.664 1.007
C -0.096 1.789 1.796
C -2.299 1.228 1.447
C -0.447 0.789 2.764
C 4.304 -1.494 -0.214
H 0.498 -3.012 1.813
H -4.467 3.225 -2.796
H 0.187 0.426 3.573
H 3.887 -2.383 -0.671
H -2.172 -2.656 1.937
H 1.277 -2.547 -0.732
H -3.465 -0.608 -3.470
H 1.741 -0.885 -1.377
H 1.971 0.741 -1.202
H 2.120 -1.387 2.319
H 2.433 2.059 0.755
H -2.404 -0.231 3.153
H -4.077 0.694 -4.494
H -6.166 0.730 -2.227
H -2.772 2.867 -2.455
H -3.049 -1.981 -0.537
H 2.167 -2.316 0.869
H 4.086 1.803 -0.773
H -3.969 2.892 -1.136
H 5.589 -0.344 1.836
H -5.335 0.903 -0.679
H 2.433 1.230 2.395
H 5.391 -1.515 -0.286
H 5.498 0.813 -0.371
H -5.116 -0.570 -1.657
H -2.465 0.831 -3.790
H -3.325 1.252 1.079
H -0.909 -1.904 -2.185
H 0.850 2.312 1.752
H -1.288 2.810 0.205
H 4.188 -0.230 2.920
*
```

LUMO energy (alpha / beta), hartree: -0.109 / -0.159
Orbital gap (alpha / beta), eV: 6.36 / 7.07



[5]
A molecular structure, C20H31O3Ti, computed with ωB97M-V/def2-TZVPD.

The geometry in ORCA input format:
```
! wB97M-V def2-TZVPD RIJCOSX def2/J DEFGRID3
* xyz 1 1
Ti -0.324 3.030 0.660
O 0.148 -4.908 -0.525
O -0.531 4.974 1.085
O -0.126 0.801 0.869
C 0.372 0.084 2.032
C 1.963 3.315 1.267
C 0.191 -6.029 -1.475
C 0.401 -1.369 1.610
C 1.394 4.590 1.042
C -2.107 4.541 0.176
C -2.680 3.532 0.969
C 1.994 2.628 0.041
C -1.962 2.567 -0.974
C 0.726 -1.270 0.126
C -0.074 -0.054 -0.294
C -1.684 3.946 -1.036
C -1.196 -6.575 -1.713
C 1.062 -6.843 -0.498
C 0.873 -5.611 -2.755
C 1.073 4.676 -0.323
C -0.677 6.353 1.387
C 0.964 -5.631 0.422
C 1.426 3.454 -0.943
C -2.583 2.318 0.274
H -2.877 1.356 0.659
H -3.042 3.652 1.973
H 1.281 3.202 -1.980
H 2.346 1.622 -0.106
H -1.096 -0.317 -0.571
H -2.003 5.577 0.450
H 1.904 -5.113 0.625
H 0.441 -5.793 1.367
H 0.372 0.507 -1.111
H -1.775 1.850 -1.754
H 1.367 0.463 2.265
H -1.158 -7.464 -2.343
H 1.861 -5.202 -2.550
H -1.818 -5.832 -2.211
H 0.624 5.525 -0.809
H -0.576 -1.830 1.757
H -0.582 7.017 0.489
H -1.228 4.454 -1.867
H 1.792 -1.092 -0.018
H 0.289 -4.846 -3.266
H 0.985 -6.461 -3.429
H 2.270 2.931 2.222
H 0.040 6.811 2.102
H 0.597 -7.751 -0.124
H -1.673 -6.840 -0.772
H 1.213 5.339 1.793
H 0.452 -2.157 -0.441
H 1.134 -1.942 2.174
H -0.284 0.315 2.862
H 2.060 -7.073 -0.862
H -1.562 6.572 2.052
*
```

LUMO energy (alpha / beta), hartree: -0.140 / -0.140
Energy above the lowest of the compared OMol25 structures with the same formula, charge and spin, kcal/mol: 124.4
Orbital gap (alpha / beta), eV: 6.88 / 6.88



[6]
A molecular structure, C20H32BBrIN2O7PS, computed with ωB97M-V/def2-TZVPD.

The geometry in ORCA input format:
```
! wB97M-V def2-TZVPD RIJCOSX def2/J DEFGRID3
* xyz 0 1
I -4.510 0.464 1.011
Br -2.157 3.524 -1.352
S -1.772 -1.339 2.562
P -2.498 2.697 2.025
O -1.989 0.264 2.405
O -1.144 3.701 1.700
O -3.081 0.615 -3.497
O 2.302 -2.135 0.993
O 2.176 0.791 0.875
O -3.098 -1.931 3.034
O -1.564 -2.139 1.059
N 0.029 -4.395 -3.462
N -3.974 3.464 1.315
C -2.325 0.934 1.190
C 1.021 -3.442 -3.094
C -1.295 -3.646 -1.268
C 2.729 1.999 1.440
C 4.262 2.274 0.963
C -0.214 1.779 -2.337
C 1.023 -2.501 -1.865
C 4.363 3.599 0.023
C -3.265 0.573 -2.237
C 0.699 -3.629 2.376
C 1.102 2.731 -2.509
C -2.214 -0.133 -1.291
C -0.127 -0.127 0.222
C -0.326 -1.689 0.453
C 0.813 0.629 1.321
C -0.891 2.024 -0.891
C -0.179 -2.602 -0.895
C -1.062 -4.480 -2.548
C -1.483 0.757 -0.130
C -0.197 -4.872 1.885
B 0.902 -2.443 1.282
H 1.920 -3.338 -3.807
H 1.060 3.643 -1.806
H 0.442 1.713 1.517
H -0.899 2.076 -3.217
H 1.138 3.180 -3.574
H 0.284 -3.145 3.336
H -1.447 -0.584 -2.029
H 0.598 -0.121 -0.686
H 4.727 1.350 0.486
H -1.182 4.453 2.334
H 0.079 -5.843 2.450
H 1.723 -4.075 2.683
H 4.817 4.486 0.609
H -2.754 -1.057 -0.868
H 4.969 3.420 -0.931
H 2.702 1.952 2.589
H 2.819 -2.967 0.928
H 1.869 -1.759 -1.706
H -2.218 -3.837 -0.636
H -3.691 4.469 1.265
H 3.321 3.974 -0.311
H 4.820 2.554 1.933
H -4.666 3.419 2.081
H 0.714 0.171 2.383
H -4.218 1.131 -1.892
H 2.151 2.955 1.154
H -1.871 -5.264 -2.791
H 0.140 0.724 -2.550
H -0.136 -5.102 0.772
H -1.281 -4.646 2.222
H -0.064 2.595 -0.319
H 2.081 2.156 -2.381
*
```

LUMO energy, hartree: -0.014
Orbital gap, eV: 8.16



[7]
A molecular structure, C20H32BF14NO18S3Zr, computed with ωB97M-V/def2-TZVPD.

The geometry in ORCA input format:
```
! wB97M-V def2-TZVPD RIJCOSX def2/J DEFGRID3
* xyz 0 1
Zr 0.638 -0.101 -1.759
S -0.373 -2.977 6.481
S 2.548 -2.214 -3.740
S 3.273 -2.205 -1.369
F 3.133 -1.221 -0.116
F 1.018 -2.394 -4.214
F -1.715 5.153 -1.849
F -1.596 3.604 -3.335
F -4.126 1.753 0.427
F -3.927 -0.401 0.379
F 3.319 3.624 6.087
F 0.233 4.492 -2.524
F -5.775 0.496 -0.260
F 1.816 3.955 4.542
F -3.712 -2.828 -4.103
F -2.367 -1.179 -4.469
F -1.697 -3.189 -4.866
F 1.358 2.742 6.280
O 0.263 -4.232 6.616
O -1.036 -2.349 7.548
O -2.515 -3.335 -1.852
O -0.607 1.880 -1.428
O 0.683 -1.955 5.812
O -4.769 1.088 -2.576
O -1.341 -2.961 5.205
O -1.305 3.429 -0.006
O 2.907 0.975 -3.970
O 2.029 1.370 -1.413
O 3.100 0.804 5.302
O 2.777 1.902 3.384
O 3.091 -1.383 -4.718
O 2.926 -3.582 -3.680
O -0.903 -1.897 -2.302
O 4.586 -1.959 -1.811
O 2.942 -3.440 -0.771
O -2.788 0.272 -1.927
N 2.074 -1.517 -2.239
C 3.149 0.756 2.598
C -1.166 2.600 1.173
C -5.100 2.444 -4.535
C 0.265 2.660 1.662
C -4.455 0.660 -0.255
C 3.767 1.327 -3.002
C -1.006 4.105 -2.242
C -2.440 -2.452 -4.057
C 0.878 -2.421 4.486
C -2.301 -3.342 -0.412
C -3.896 0.667 -1.697
C -1.096 -4.224 -0.116
C 2.318 3.063 5.413
C 3.113 2.088 -1.896
C -1.875 -2.544 -2.621
C -0.517 -2.881 4.033
C 2.782 1.776 4.703
C 4.506 1.065 1.992
C -0.941 3.006 -1.161
C -4.353 1.268 -3.943
B 0.024 -0.743 0.288
H 3.221 -0.230 3.050
H 0.442 1.842 2.366
H 3.791 2.341 -1.067
H -0.552 -3.864 3.556
H -1.847 2.983 1.926
H 1.215 -1.610 3.843
H 0.760 0.119 0.215
H -1.343 -5.250 -0.377
H -0.827 -4.157 0.942
H -0.914 -0.485 -0.320
H -2.107 -2.320 -0.088
H -4.774 2.624 -5.562
H 0.570 3.528 2.239
H -1.042 -2.235 3.330
H -0.243 -0.989 1.416
H 5.265 1.067 2.776
H 4.218 0.426 -2.526
H -4.899 3.391 -4.039
H -0.188 -3.852 -0.589
H -4.527 0.343 -4.483
H 4.557 1.980 -3.425
H 0.919 2.463 0.808
H 2.742 3.062 -2.255
H -6.152 2.165 -4.591
H 1.615 -3.218 4.398
H 0.515 -1.664 -0.198
H -1.433 1.577 0.910
H 4.804 0.318 1.256
H -3.295 1.528 -4.007
H 4.508 2.027 1.481
H -3.213 -3.717 0.037
H 2.397 0.709 1.808
*
```

LUMO energy, hartree: -0.065
Energy above the lowest of the compared OMol25 structures with the same formula, charge and spin, kcal/mol: 46.9
Orbital gap, eV: 5.08



Strongest force on any atom
In order: 1.007 2.780 4.264 3.124 5.601 5.467 5.049
Unit: eV/A